No. 1
DFT (ωB97M-V/def2-TZVPD) results for an isolated molecule of C4H12N2S.

Last column: Löwdin charge in e.
Cartesian coordinates (Å):
C1 -0.142 -0.277 1.437  -0.28
N1 0.755 0.828 0.849  -0.06
C2 1.532 0.185 -0.311  -0.27
N2 2.888 0.788 -0.724  -0.01
C3 -1.070 -0.931 0.507  -0.28
C4 -1.793 0.026 -0.557  -0.59
S1 -3.011 -0.837 -1.561  0.66
H1 -0.647 0.191 2.335  0.12
H2 0.519 -1.014 1.984  0.12
H3 1.474 0.892 1.600  0.09
H4 1.742 -0.878 -0.063  0.10
H5 0.893 0.126 -1.155  0.07
H6 3.427 1.274 0.033  0.07
H7 2.665 1.603 -1.289  0.04
H8 -1.862 -1.569 1.079  0.14
H9 -0.740 -1.811 -0.062  0.09
H10 -1.245 0.553 -1.416  0.07
H11 -2.262 0.831 -0.048  0.04
H12 -3.122 0.019 -2.638  -0.13

## Properties
- LUMO: 0.89 eV
- Structure (SMILES): NCNCCCS
- Relative energy (zero: lowest compared OMol25 entry of this formula, charge and spin): 39.13 kcal per mole
- Net charge: 0

***

No. 2
DFT (ωB97M-V/def2-TZVPD) results for a structure of composition C28H26N5NaO3S2Se2.

Last column: Löwdin charge in e.
Cartesian coordinates (Å):
Na1 3.484 -0.947 0.013  0.19
S1 0.657 -1.731 0.492  0.78
C1 -0.699 -0.913 0.022  -0.72
N1 -1.855 -1.489 -0.325  -0.10
C2 -3.062 -0.681 -0.444  -0.10
C3 -3.022 0.390 0.618  -0.10
N2 -1.821 1.188 0.418  -0.11
C4 -1.958 2.636 0.559  -0.12
C5 -2.845 3.221 -0.513  -0.22
C6 -2.499 3.084 -1.857  -0.03
C7 -3.322 3.599 -2.844  -0.07
C8 -4.497 4.259 -2.503  -0.09
C9 -4.845 4.401 -1.169  -0.08
C10 -4.021 3.879 -0.179  -0.05
C11 -0.691 0.606 -0.024  -0.75
S2 0.638 1.397 -0.587  0.74
C12 -2.008 -2.937 -0.466  -0.12
C13 -2.829 -3.525 0.658  -0.22
C14 -4.044 -4.146 0.400  -0.05
C15 -4.804 -4.668 1.439  -0.08
C16 -4.353 -4.566 2.745  -0.09
C17 -3.138 -3.945 3.010  -0.07
C18 -2.378 -3.428 1.973  -0.03
H1 -3.920 -1.336 -0.289  0.13
H2 -3.133 -0.231 -1.439  0.14
H3 -3.034 -0.063 1.615  0.14
H4 -3.885 1.048 0.520  0.13
H5 -0.956 3.059 0.519  0.09
H6 -2.383 2.837 1.546  0.13
H7 -1.576 2.580 -2.117  0.09
H8 -3.045 3.494 -3.885  0.10
H9 -5.136 4.663 -3.277  0.10
H10 -5.758 4.914 -0.896  0.10
H11 -4.296 3.990 0.864  0.11
H12 -1.009 -3.367 -0.495  0.08
H13 -2.497 -3.124 -1.425  0.13
H14 -4.398 -4.227 -0.622  0.11
H15 -5.748 -5.152 1.225  0.10
H16 -4.941 -4.973 3.556  0.10
H17 -2.779 -3.873 4.028  0.11
H18 -1.424 -2.956 2.174  0.09
Se1 4.820 2.304 -1.241  0.67
Se2 6.020 1.397 0.558  0.71
C19 4.631 1.464 1.895  -0.65
C20 4.959 2.026 3.125  -0.10
C21 3.990 2.040 4.114  -0.06
C22 2.735 1.522 3.833  -0.05
C23 2.508 0.994 2.573  -0.13
N3 3.442 0.952 1.623  0.03
C24 4.577 0.809 -2.438  -0.66
C25 5.455 0.700 -3.509  -0.10
C26 5.228 -0.290 -4.453  -0.05
C27 4.134 -1.122 -4.294  -0.04
C28 3.323 -0.939 -3.185  -0.12
N4 3.532 0.007 -2.273  0.03
H19 5.940 2.447 3.292  0.10
H20 4.211 2.461 5.087  0.11
H21 1.946 1.519 4.571  0.10
H22 1.549 0.568 2.302  0.08
H23 6.299 1.369 -3.589  0.10
H24 5.898 -0.407 -5.294  0.11
H25 3.913 -1.910 -5.001  0.11
H26 2.468 -1.584 -3.011  0.12
O1 6.710 -2.532 1.005  0.01
N5 5.580 -2.334 0.573  -0.61
O2 4.577 -2.391 1.332  -0.09
O3 5.385 -2.036 -0.634  -0.10

## Properties
- LUMO: -0.54 eV
- Relative energy (zero: lowest compared OMol25 entry of this formula, charge and spin): 4.22 kcal per mole
- Net charge: 0

***

No. 3
DFT (ωB97M-V/def2-TZVPD) results for an isolated molecule of C6H8Br2N2O3.

Last column: Löwdin charge in e.
Cartesian coordinates (Å):
C1 1.327 0.020 1.133  -0.67
C2 0.368 -2.144 0.417  -0.58
C3 2.169 0.524 0.147  -1.11
C4 -0.579 -0.309 -0.682  -0.35
C5 -0.662 0.772 -1.754  0.05
C6 -1.890 1.067 0.835  -0.02
N1 1.107 -1.476 1.295  0.19
N2 0.064 -1.447 -0.815  0.18
O1 0.825 0.709 2.023  -0.07
O2 0.096 -3.282 0.490  0.15
O3 -1.239 -0.107 0.382  0.00
Br1 3.077 -0.574 -1.102  0.69
Br2 2.186 2.439 -0.074  0.66
H1 -0.593 0.158 -2.664  0.11
H2 0.101 1.494 -1.672  0.03
H3 -1.594 1.400 -1.655  0.10
H4 -2.118 2.051 0.184  0.15
H5 -1.289 1.389 1.668  0.08
H6 -2.855 0.627 1.258  0.13
H7 0.795 -1.726 2.218  0.16
H8 0.703 -1.585 -1.633  0.13

## Properties
- LUMO: 0.01 eV
- Relative energy (zero: lowest compared OMol25 entry of this formula, charge and spin): 56.57 kcal per mole
- Net charge: 0

***

No. 4
DFT (ωB97M-V/def2-TZVPD) results for a cluster of 2 separate species, C4H11O3 in total.

Last column: Löwdin charge in e.
Cartesian coordinates (Å):
C1 1.007 -0.839 0.805  -0.22
C2 0.856 0.700 0.677  -0.21
C3 -0.201 1.203 -0.507  -0.54
O1 -1.381 0.656 -0.468  -0.31
C4 0.880 -1.554 -0.584  -0.26
O2 0.936 -3.010 -0.759  -0.11
H1 1.946 -1.212 1.259  0.08
H2 0.105 -1.163 1.483  0.13
H3 1.868 1.232 0.383  0.11
H4 0.360 1.120 1.519  0.06
H5 -0.177 2.415 -0.364  0.10
H6 0.217 0.982 -1.484  0.05
H7 1.640 -1.072 -1.176  0.09
H8 -0.132 -1.286 -1.057  0.12
H9 1.539 -3.482 -0.185  0.05
H10 -2.785 2.084 -0.401  -0.05
H11 -3.179 1.297 0.715  -0.03
O3 -3.498 1.931 0.144  -0.06

## Properties
- LUMO: 3.53 eV
- Relative energy (zero: lowest compared OMol25 entry of this formula, charge and spin): 49.82 kcal per mole
- Net charge: -1

***

No. 5
DFT (ωB97M-V/def2-TZVPD) results for a cluster of 2 separate species, C4HO2 in total.

Last column: Löwdin charge in e.
Cartesian coordinates (Å):
C1 -1.423 0.424 0.998  -0.01
C2 -0.381 -0.085 0.067  -0.15
C3 0.551 -1.183 -0.382  -0.77
C4 -0.513 1.228 0.344  -0.19
O1 0.520 -1.607 -1.530  -0.03
O2 1.256 -1.459 0.606  -0.03
H1 -0.009 2.682 -0.103  0.18

## Properties
- LUMO: 3.82 eV
- Relative energy (zero: lowest compared OMol25 entry of this formula, charge and spin): 46.03 kcal per mole
- Net charge: -1